{"formula": "C29H70N13OTi", "method": "the ωB97M-V functional and the def2-TZVPD basis", "relative_energy_kj_mol": 226.7, "homo_energy_ev": [-18.5, -18.5], "s_squared": 0.753, "multiplicity": 2, "total_charge": 4, "elements": ["Ti", "C", "N", "C", "C", "N", "C", "C", "N", "C", "C", "N", "C", "N", "C", "C", "N", "C", "C", "C", "C", "N", "C", "N", "C", "C", "N", "C", "C", "N", "C", "C", "H", "H", "H", "H", "H", "H", "H", "H", "H", "H", "H", "H", "H", "H", "H", "H", "H", "H", "H", "H", "H", "H", "H", "H", "H", "H", "H", "H", "H", "H", "H", "H", "H", "H", "H", "H", "H", "H", "H", "H", "H", "H", "H", "H", "H", "H", "H", "H", "N", "C", "C", "C", "N", "C", "C", "N", "C", "H", "H", "H", "H", "H", "H", "H", "H", "H", "H", "H", "H", "H", "H", "H", "H", "C", "C", "O", "H", "H", "H", "H", "H", "H"], "coordinates": [[0.121, -0.317, 0.404], [1.202, 1.827, -4.593], [1.766, 0.776, -3.720], [3.206, 0.607, -3.998], [0.975, -0.444, -3.771], [0.602, -0.908, -2.610], [0.113, -2.280, -2.572], [0.635, -2.987, -1.335], [0.128, -2.447, -0.034], [-1.279, -2.936, 0.140], [-2.182, -1.911, 0.801], [-2.003, -0.593, 0.141], [-3.158, -0.054, -0.328], [-3.152, 0.838, -1.352], [-4.194, 1.861, -1.471], [-2.485, 0.535, -2.607], [-4.355, -0.357, 0.197], [-4.612, -0.570, 1.620], [-5.558, -0.478, -0.639], [1.008, -2.981, 1.038], [0.540, -2.586, 2.423], [0.169, -1.161, 2.515], [0.019, -0.680, 3.742], [0.022, -1.424, 4.862], [-0.640, -2.742, 4.973], [0.508, -0.947, 6.172], [-0.345, 0.709, 3.775], [0.074, 1.615, 4.865], [-1.816, 0.777, 3.638], [0.652, -0.990, -4.968], [-0.732, -1.386, -5.279], [1.554, -0.939, -6.131], [0.127, 1.919, -4.427], [1.367, 1.642, -5.657], [1.672, 2.783, -4.354], [3.752, 1.491, -3.658], [3.434, 0.518, -5.061], [3.596, -0.271, -3.480], [0.473, -2.849, -3.433], [-0.981, -2.323, -2.593], [1.727, -2.971, -1.340], [0.353, -4.041, -1.392], [-1.290, -3.877, 0.694], [-1.687, -3.146, -0.844], [-1.978, -1.838, 1.866], [-3.196, -2.282, 0.691], [-4.623, 2.085, -0.496], [-4.993, 1.577, -2.158], [-3.741, 2.774, -1.863], [-3.177, 0.051, -3.301], [-1.637, -0.112, -2.433], [-2.157, 1.463, -3.080], [-3.734, -0.334, 2.208], [-4.925, -1.595, 1.826], [-5.420, 0.094, 1.928], [-5.299, -0.511, -1.694], [-6.268, 0.328, -0.456], [-6.048, -1.419, -0.386], [2.029, -2.635, 0.864], [1.023, -4.072, 1.001], [1.347, -2.815, 3.122], [-0.296, -3.225, 2.692], [-1.407, -2.866, 4.215], [-1.147, -2.758, 5.938], [0.060, -3.577, 4.954], [1.266, -0.182, 6.070], [0.977, -1.797, 6.665], [-0.303, -0.597, 6.810], [1.141, 1.557, 5.057], [-0.466, 1.446, 5.798], [-0.154, 2.629, 4.535], [-2.111, 1.822, 3.541], [-2.327, 0.355, 4.509], [-2.114, 0.238, 2.745], [-1.210, -1.934, -4.472], [-0.725, -2.026, -6.156], [-1.335, -0.505, -5.513], [2.586, -1.076, -5.826], [1.450, -0.027, -6.721], [1.308, -1.777, -6.778], [2.829, 2.872, -0.729], [3.955, 2.397, 0.185], [4.418, 0.987, -0.178], [3.536, -0.154, 0.337], [2.238, -0.291, -0.410], [3.297, 0.008, 1.835], [2.653, 1.354, 2.151], [1.268, 1.427, 1.583], [3.537, 2.501, 1.650], [2.683, 3.874, -0.602], [3.076, 2.723, -1.707], [1.941, 2.381, -0.558], [4.770, 3.094, -0.001], [5.395, 0.859, 0.290], [4.596, 0.893, -1.254], [4.105, -1.071, 0.184], [2.243, -1.192, -0.878], [2.199, 0.327, -1.221], [4.250, -0.071, 2.363], [2.663, -0.798, 2.204], [2.604, 1.465, 3.234], [0.609, 1.187, 2.359], [1.045, 2.405, 1.434], [4.456, 2.490, 2.239], [3.066, 3.470, 1.856], [-1.511, 2.925, 0.607], [-0.832, 2.826, -0.746], [0.051, 1.651, -0.852], [-2.407, 3.539, 0.509], [-0.889, 3.401, 1.366], [-1.819, 1.936, 0.949], [-0.226, 3.711, -0.944], [-1.582, 2.758, -1.526], [0.065, 1.354, -1.779]]}